*A*
# C5H6N2O3

A 2-piece molecular cluster, C5H6N2O3 overall (the ωB97M-V functional and the def2-TZVPD basis, the OMol25 dataset).

The HOMO energy (spin up / spin down) comes out at -9.5 / -7.9 eV. The calculation puts the LUMO energy (spin up / spin down) at -0.039 / -0.612 eV.

Each atom is followed by the atoms it is bonded to, with distances in Å.
Geometry (Å):
1 C 5.62171 1.22649 -0.05437  N6 1.212, O8 1.153
2 C 4.88467 -1.07580 0.03700  N6 1.342, O9 1.169
3 C 0.56266 -0.19618 0.02077  C4 1.505, C5 1.496, N7 1.261
4 C -0.47668 -1.26599 -0.18230  C3 1.505, H11 1.088, H12 1.088, H13 1.091
5 C 0.09782 1.21470 0.19938  C3 1.496, H14 1.086, H15 1.089, H16 1.089
6 N 5.66350 0.01715 0.00975  C1 1.212, C2 1.342
7 N 1.80316 -0.41997 0.01236  C3 1.261, O10 1.252
8 O 5.77837 2.36838 -0.09730  C1 1.153
9 O 5.13145 -2.21257 0.15112  C2 1.169
10 O 2.49761 -1.45290 -0.12096  N7 1.252
11 H -1.33212 -1.09119 0.46747  C4 1.088
12 H -0.04820 -2.24444 0.02502  C4 1.088
13 H -0.82008 -1.25030 -1.21824  C4 1.091
14 H 0.94334 1.87587 0.36435  C5 1.086
15 H -0.57943 1.28444 1.04903  C5 1.089
16 H -0.44259 1.54444 -0.68671  C5 1.089

***

*B*
# C5H6N2O3

An isolated molecule of C5H6N2O3 (the ωB97M-V functional and the def2-TZVPD basis, the OMol25 dataset).

The HOMO energy comes out at -10.2 eV. The SMILES is CC1(C)C(=O)n2on1c2=O. The calculation puts the LUMO energy at -0.207 eV.

Each atom is followed by the atoms it is bonded to, with distances in Å.
Geometry (Å):
1 C 0.87846 -0.68245 0.84609  C3 1.553, N6 1.617, O8 1.194
2 C 1.12649 1.43320 0.96937  N6 1.505, N7 1.485, O9 1.166
3 C -0.17933 -0.15375 -0.16011  C1 1.553, C4 1.469, C5 1.481, N7 1.558
4 C -0.26323 -0.84543 -1.45371  C3 1.469, H11 1.136, H12 1.036, H13 1.183
5 C -1.53609 0.10560 0.37515  C3 1.481, H14 0.987, H15 1.097, H16 1.086
6 N 2.11691 0.34135 0.66441  C1 1.617, C2 1.505, O10 1.477
7 N 0.53847 1.21250 -0.37625  C2 1.485, C3 1.558, O10 1.439
8 O 0.85323 -1.43153 1.77588  C1 1.194
9 O 0.96292 2.11650 1.90051  C2 1.166
10 O 1.83071 0.69611 -0.74071  N6 1.477, N7 1.439
11 H 0.52700 -1.64082 -1.63334  C4 1.136
12 H -0.21904 -0.11333 -2.18555  C4 1.036
13 H -1.28918 -1.43163 -1.50443  C4 1.183
14 H -2.04451 0.46916 -0.38897  C5 0.987
15 H -1.47293 0.81264 1.21128  C5 1.097
16 H -1.82987 -0.88813 0.70039  C5 1.086

***

Stability order, top to bottom: *A*, *B*

***

*A*
# C3H10NO

A 2-piece molecular cluster, C3H10NO overall (the ωB97M-V functional and the def2-TZVPD basis, the OMol25 dataset).

The HOMO energy comes out at -14.5 eV. Its charge is +1. The calculation puts the LUMO energy at -4.503 eV.

Each atom is followed by the atoms it is bonded to, with distances in Å.
Geometry (Å):
1 C -2.16837 0.46960 0.60197  N4 1.460, H6 1.122, H7 1.070, H8 1.091
2 C 2.39526 0.55510 -0.08787  O5 1.434, H9 1.001, H10 1.206, H11 1.041
3 C -0.70672 -1.05007 -0.60863  N4 1.249, H12 1.073, H13 1.067
4 N -1.40583 -0.01703 -0.54462  C1 1.460, C3 1.249, H14 0.978
5 O 1.65614 -0.67161 -0.02234  C2 1.434, H15 0.953
6 H -3.04129 -0.15481 0.92913  C1 1.122
7 H -1.39561 0.44937 1.34196  C1 1.070
8 H -2.43804 1.50923 0.40996  C1 1.091
9 H 2.21937 1.08983 -0.91552  C2 1.001
10 H 3.55005 0.21363 -0.03127  C2 1.206
11 H 2.24155 1.14640 0.75545  C2 1.041
12 H -0.30647 -1.37134 -1.55083  C3 1.073
13 H -0.84052 -1.79838 0.13970  C3 1.067
14 H -1.45371 0.60538 -1.29776  N4 0.978
15 H 1.69418 -0.97531 0.88068  O5 0.953

***

*B*
# C3H10NO

A 2-piece molecular cluster, C3H10NO overall (the ωB97M-V functional and the def2-TZVPD basis, the OMol25 dataset).

The HOMO energy comes out at -13.6 eV. Its charge is +1. The calculation puts the LUMO energy at -3.291 eV.

Each atom is followed by the atoms it is bonded to, with distances in Å.
Geometry (Å):
1 C -0.87320 0.49112 -1.71559  N2 1.477, H3 1.101, H4 1.203, H5 1.187
2 N 0.13766 -0.42001 -1.14272  C1 1.477, H6 1.079, H7 1.048, H8 0.998
3 H -0.83214 1.14929 -2.59773  C1 1.101
4 H -1.47147 1.06467 -0.84410  C1 1.203
5 H -1.64882 -0.31894 -2.10376  C1 1.187
6 H 1.08515 -0.00231 -0.83921  N2 1.079
7 H -0.10402 -0.94827 -0.26999  N2 1.048
8 H 0.36016 -0.98645 -1.93424  N2 0.998
9 C 1.04951 0.72635 1.26396  C10 1.355, H12 1.059, H13 1.046
10 C 0.62075 -0.39369 1.89400  C9 1.355, O11 1.297, H14 1.067
11 O -0.51081 -0.79989 1.40866  C10 1.297, H15 0.980
12 H 0.35409 1.02917 0.52525  C9 1.059
13 H 2.01930 1.11777 1.29858  C9 1.046
14 H 0.88637 -0.76498 2.85809  C10 1.067
15 H -1.07252 -0.94381 2.19879  O11 0.980

***

Stability order, top to bottom: *A*, *B*

***

*A*
# C3H10NO

A 2-piece molecular cluster, C3H10NO overall (the ωB97M-V functional and the def2-TZVPD basis, the OMol25 dataset).

The HOMO energy comes out at -11.3 eV. Its charge is +1. The calculation puts the LUMO energy at -4.434 eV.

Each atom is followed by the atoms it is bonded to, with distances in Å.
Geometry (Å):
1 C 4.04082 1.87625 3.64795  N2 1.609, H3 1.121, H4 1.144, H5 1.112
2 N 4.37736 0.65901 2.65097  C1 1.609, H6 1.132, H7 1.077, H8 1.100
3 H 4.99522 2.45615 3.55328  C1 1.121
4 H 3.82082 1.46861 4.69405  C1 1.144
5 H 3.18052 2.33155 3.11002  C1 1.112
6 H 3.90663 0.91442 1.65329  N2 1.132
7 H 5.39780 0.31420 2.62857  N2 1.077
8 H 3.77453 -0.13602 3.11308  N2 1.100
9 O -3.46310 -1.11261 -2.41944  C10 1.239
10 C -3.96815 -1.08990 -3.55050  O9 1.239, C11 1.533, H12 1.157
11 C -5.36031 -1.72184 -3.66069  C10 1.533, H13 1.089, H14 1.160, H15 1.084
12 H -3.54045 -0.58221 -4.49775  C10 1.157
13 H -5.73363 -1.32270 -4.60289  C11 1.089
14 H -5.48279 -2.84857 -3.41255  C11 1.160
15 H -5.94526 -1.20633 -2.90742  C11 1.084

***

*B*
# C3H10NO

A 2-piece molecular cluster, C3H10NO overall (the ωB97M-V functional and the def2-TZVPD basis, the OMol25 dataset).

The HOMO energy comes out at -14.1 eV. Its charge is +1. The calculation puts the LUMO energy at -4.192 eV.

Each atom is followed by the atoms it is bonded to, with distances in Å.
Geometry (Å):
1 C -0.67605 -0.70583 0.47128  O2 1.417, C3 1.506, H5 1.093, H6 1.100
2 O -2.02612 -1.09313 0.66158  C1 1.417, H7 0.959
3 C -0.48324 0.21853 -0.70138  C1 1.506, C4 1.334, H8 1.087
4 C -0.19202 1.51803 -0.63208  C3 1.334, H9 1.082, H10 1.088
5 H -0.11141 -1.62822 0.31546  C1 1.093
6 H -0.32302 -0.25103 1.40863  C1 1.100
7 H -2.52673 -0.27852 0.59357  O2 0.959
8 H -0.67564 -0.23925 -1.66788  C3 1.087
9 H -0.01838 2.10532 -1.52359  C4 1.082
10 H -0.06685 2.03390 0.31773  C4 1.088
11 N 2.56087 0.10587 0.03162  H12 1.022, H13 1.019, H14 1.024, H15 1.027
12 H 2.90046 -0.47282 0.80281  N11 1.022
13 H 3.32165 0.57158 -0.46091  N11 1.019
14 H 2.02388 -0.50289 -0.59241  N11 1.024
15 H 1.88021 0.78649 0.39056  N11 1.027

***

Stability order, top to bottom: *B*, *A*

***

*A*
# C3H10NO

A 2-piece molecular cluster, C3H10NO overall (the ωB97M-V functional and the def2-TZVPD basis, the OMol25 dataset).

The HOMO energy comes out at -13.1 eV. Its charge is +1. The calculation puts the LUMO energy at -5.752 eV.

Each atom is followed by the atoms it is bonded to, with distances in Å.
Geometry (Å):
1 C 1.10939 -0.59555 3.04369  O2 1.414, H3 1.138, H4 1.109, H5 1.108
2 O -0.10351 -0.60601 2.31665  C1 1.414, H6 0.977
3 H 1.19086 -1.15823 4.02943  C1 1.138
4 H 1.36268 0.42516 3.39535  C1 1.109
5 H 1.77287 -0.91968 2.21711  C1 1.108
6 H -0.72872 -1.12313 2.86148  O2 0.977
7 C 0.43557 -0.00189 -1.60767  N9 1.465, H10 1.070, H11 1.151, H12 1.128
8 C -1.66168 0.73602 -2.56130  N9 1.267, H13 1.227, H14 1.087
9 N -0.68368 0.92786 -1.77957  C7 1.465, C8 1.267, H15 0.983
10 H 0.26403 -0.66960 -0.78871  C7 1.070
11 H 0.50221 -0.63441 -2.56703  C7 1.151
12 H 1.35600 0.60249 -1.36152  C7 1.128
13 H -1.39796 0.16610 -3.61586  C8 1.227
14 H -2.65968 1.07903 -2.30179  C8 1.087
15 H -0.75836 1.77184 -1.28026  N9 0.983

***

*B*
# C3H10NO

A 2-piece molecular cluster, C3H10NO overall (the ωB97M-V functional and the def2-TZVPD basis, the OMol25 dataset).

The HOMO energy comes out at -14.4 eV. Its charge is +1. The calculation puts the LUMO energy at -5.006 eV.

Each atom is followed by the atoms it is bonded to, with distances in Å.
Geometry (Å):
1 C 1.54636 1.31367 2.25117  O2 1.422, H3 1.092, H4 1.083, H5 1.090
2 O 0.99294 0.93490 0.99679  C1 1.422, H6 0.967
3 H 2.42912 1.95214 2.18213  C1 1.092
4 H 0.78026 1.88301 2.76183  C1 1.083
5 H 1.86290 0.40928 2.76992  C1 1.090
6 H 1.74596 0.92927 0.38970  O2 0.967
7 C -1.46298 -0.64648 -2.28046  N9 1.479, H10 1.083, H11 1.087, H12 1.082
8 C -0.77874 -1.03318 0.05623  N9 1.266, H13 1.081, H14 1.080
9 N -0.51458 -0.75799 -1.15140  C7 1.479, C8 1.266, H15 1.011
10 H -1.90505 -1.60576 -2.51869  C7 1.083
11 H -0.85517 -0.35230 -3.13213  C7 1.087
12 H -2.21110 0.10965 -2.08053  C7 1.082
13 H 0.04894 -1.19797 0.73142  C8 1.081
14 H -1.79662 -0.94122 0.40431  C8 1.080
15 H 0.44224 -0.54539 -1.40006  N9 1.011

***

Stability order, top to bottom: *B*, *A*